{
  "formula": "C37H32ClFIKN9O",
  "method": "ωB97M-V/def2-TZVPD",
  "species": ["K", "C", "C", "C", "C", "N", "C", "C", "C", "C", "C", "C", "N", "H", "H", "H", "H", "H", "H", "H", "H", "N", "C", "C", "N", "C", "C", "N", "C", "C", "N", "H", "H", "H", "H", "H", "H", "Cl", "C", "C", "C", "I", "C", "O", "C", "N", "C", "C", "C", "C", "H", "H", "H", "H", "C", "C", "C", "C", "N", "N", "C", "H", "H", "H", "H", "H", "H", "H", "H", "F", "C", "C", "C", "C", "C", "C", "C", "H", "H", "H", "H", "H", "H"],
  "coordinates": [[-0.11, 0.54, -0.16], [-1.08, -3.82, 3.15], [-0.07, -4.76, 3.24], [1.09, -4.58, 2.50], [1.19, -3.45, 1.70], [0.24, -2.54, 1.62], [-0.88, -2.72, 2.32], [2.40, -3.17, 0.87], [3.05, -4.18, 0.17], [4.15, -3.85, -0.61], [4.55, -2.52, -0.68], [3.83, -1.58, 0.06], [2.79, -1.90, 0.82], [-2.00, -3.92, 3.70], [-0.17, -5.62, 3.89], [1.91, -5.28, 2.57], [-1.64, -1.96, 2.20], [2.69, -5.20, 0.22], [4.66, -4.61, -1.18], [5.38, -2.21, -1.29], [4.10, -0.53, 0.03], [0.22, 2.90, -4.20], [-0.53, 3.86, -3.56], [-0.47, 3.55, -2.23], [0.29, 2.42, -2.05], [0.68, 2.05, -3.25], [1.46, 0.84, -3.51], [1.74, -0.07, -2.61], [2.42, -1.05, -3.28], [2.56, -0.73, -4.60], [1.95, 0.49, -4.73], [0.33, 2.81, -5.19], [-1.04, 4.64, -4.10], [-0.96, 4.02, -1.40], [2.74, -1.95, -2.78], [2.98, -1.25, -5.44], [1.74, 0.93, -5.62], [-4.63, 2.68, 5.75], [-3.78, 2.43, 4.24], [-4.22, 3.07, 3.11], [-3.57, 2.90, 1.89], [-4.24, 3.94, 0.21], [-2.45, 2.05, 1.71], [-1.86, 1.88, 0.62], [-2.00, 1.38, 2.94], [-0.90, 0.59, 2.83], [-0.42, 0.02, 3.91], [-1.00, 0.15, 5.18], [-2.12, 0.92, 5.31], [-2.66, 1.58, 4.19], [-5.07, 3.73, 3.18], [0.47, -0.60, 3.77], [-0.56, -0.36, 6.03], [-2.59, 1.04, 6.28], [3.95, 0.55, 4.05], [3.46, 1.25, 2.83], [3.55, 2.56, 2.42], [2.86, 2.62, 1.18], [2.40, 1.43, 0.85], [2.77, 0.61, 1.86], [2.61, 3.80, 0.30], [4.72, 1.15, 4.54], [4.37, -0.42, 3.81], [3.14, 0.39, 4.77], [4.02, 3.38, 2.95], [2.56, -0.38, 1.77], [3.24, 4.65, 0.60], [1.57, 4.11, 0.36], [2.81, 3.56, -0.74], [-0.44, -0.50, -6.85], [-0.94, -0.74, -5.57], [-0.66, -1.94, -4.93], [-1.10, -2.15, -3.64], [-1.85, -1.17, -2.89], [-2.32, -1.35, -1.61], [-2.10, 0.05, -3.63], [-1.67, 0.24, -4.93], [-0.09, -2.70, -5.46], [-0.88, -3.10, -3.16], [-2.23, -2.30, -1.08], [-2.93, -0.58, -1.15], [-2.68, 0.83, -3.14], [-1.90, 1.17, -5.45]],
  "lowdin_charge": [0.6469, -0.0520, -0.0707, -0.0268, -0.2334, 0.1442, -0.1245, -0.2038, -0.0140, -0.0673, -0.0703, -0.1159, 0.1088, 0.1040, 0.1026, 0.1069, 0.1125, 0.1120, 0.1060, 0.1052, 0.1104, 0.1030, -0.0865, -0.1247, 0.0680, -0.2923, -0.2798, 0.1314, -0.1398, -0.0997, 0.1111, 0.1436, 0.1022, 0.0903, 0.0870, 0.1057, 0.1433, 0.6145, -0.6331, -0.2059, -0.6508, 0.8366, -0.4879, -0.2597, -0.1288, 0.1141, -0.1791, -0.0688, -0.0465, -0.1877, 0.0832, 0.0920, 0.0944, 0.0783, -0.0275, -0.3159, -0.0007, -0.3527, 0.0504, 0.0125, -0.0368, 0.0736, 0.0738, 0.0719, 0.0979, 0.0826, 0.0683, 0.0749, 0.0696, -0.0543, -0.3433, -0.0904, -0.0875, -0.3866, -0.1155, -0.0813, -0.0959, 0.1001, 0.0900, 0.0025, 0.0136, 0.1014, 0.0974],
  "total_charge": -1,
  "e_lumo_ev": 2.011,
  "relative_energy_kj_mol": 41.65,
  "total_energy_ha": -3454.99681
}